12
Properties=species:S:1:pos:R:3:forces:R:3 method="wB97M-V/def2-TZVPD" spin_multiplicity=1 gap_ev=10.529 e_lumo_ev=0.866 total_energy_ev=-9458.8879 homo_energy_ev=-9.66 largest_force_ha_per_bohr=0.123 charge=0
C -0.246138 -0.285267 -0.462735 -1.60 -1.89 2.67
C 0.418239 0.928209 0.189979 2.74 0.33 -1.64
C 0.062829 -0.200507 1.114611 1.61 -2.64 -2.33
H 0.706924 -0.779952 -2.087311 -2.81 -3.31 1.02
H 0.432472 -2.382688 -1.321813 -0.92 2.46 0.58
H -1.232298 0.068639 -0.453730 -1.90 -0.13 -0.72
H 1.436160 1.120479 -0.261215 -0.58 -0.29 1.51
H -1.046721 1.941540 1.041359 3.29 1.33 -3.05
H 0.758184 -1.027739 1.444132 -0.32 1.59 -0.24
N -0.117320 -1.466286 -1.527395 4.63 4.23 -0.69
O -0.217966 2.177198 0.316128 -3.73 -2.32 3.01
F -0.954366 -0.093626 2.007990 -0.39 0.63 -0.11